Record 1
{"formula": "CH6NO", "method": "the ωB97M-V functional and the def2-TZVPD basis", "homo_energy_ev": [-5.49, -10.53], "total_energy_ha": -171.60756, "orbital_gap_ev": [6.220, 11.246], "multiplicity": 2, "symbols": ["O", "H", "H", "H", "C", "N", "H", "H", "H"], "coordinates": [[0.17, 0.46, -1.75], [-0.51, -0.97, -0.19], [1.15, 0.54, -2.04], [-0.34, 0.55, -2.52], [-0.09, 0.35, 1.33], [-0.41, -0.84, 0.82], [0.19, 1.27, 0.78], [0.17, 0.35, 2.30], [-0.32, -1.71, 1.27]], "lowdin_charge": [-0.07, 0.07, 0.10, 0.01, -0.15, -0.04, 0.04, -0.02, 0.06]}

***

Record 2
{"formula": "C6H16N2O", "method": "the ωB97M-V functional and the def2-TZVPD basis", "homo_energy_ev": -7.71, "total_energy_ha": -422.72041, "orbital_gap_ev": 8.288, "multiplicity": 1, "symbols": ["C", "C", "C", "C", "H", "H", "H", "H", "H", "H", "H", "H", "H", "H", "C", "N", "N", "C", "O", "H", "H", "H", "H", "H", "H"], "coordinates": [[1.56, -2.13, 0.00], [0.86, -0.61, 1.23], [1.36, -1.81, -1.41], [1.67, 0.63, 0.92], [1.00, -2.97, 0.40], [2.57, -2.05, 0.40], [-0.09, -0.37, 1.74], [1.32, -1.17, 2.05], [2.17, -1.23, -1.84], [2.69, 0.39, 0.61], [1.22, 1.20, 0.11], [1.12, -2.69, -2.01], [0.44, -1.18, -1.48], [1.74, 1.28, 1.80], [-2.00, 1.45, -0.02], [-1.30, -0.80, -0.49], [-2.70, 2.15, 0.95], [-1.36, 1.99, -1.07], [-2.03, 0.12, 0.31], [-0.05, -0.79, 0.22], [-1.53, -0.54, -1.45], [-3.43, 1.61, 1.39], [-3.01, 3.07, 0.66], [-0.74, 1.41, -1.73], [-1.47, 3.04, -1.27]], "lowdin_charge": [-0.06, -0.21, -0.15, -0.13, 0.09, 0.08, 0.10, 0.09, 0.08, 0.07, 0.06, 0.09, 0.05, 0.08, -0.51, -0.06, 0.11, 0.01, -0.18, 0.10, 0.04, 0.09, 0.09, 0.03, 0.04]}

***

Record 3
{"formula": "C5H6O2", "method": "the ωB97M-V functional and the def2-TZVPD basis", "homo_energy_ev": -10.36, "total_energy_ha": -344.51888, "smiles": "C#C[C@@H](C)OC=O", "orbital_gap_ev": 11.349, "multiplicity": 1, "symbols": ["C", "C", "C", "C", "O", "C", "O", "H", "H", "H", "H", "H", "H"], "coordinates": [[0.02, -2.89, 0.39], [-0.08, -1.71, 0.20], [-0.30, -0.26, 0.02], [0.36, 0.65, 1.06], [0.30, 0.20, -1.21], [-0.12, 1.44, -1.53], [-1.21, 1.89, -1.30], [0.12, -3.95, 0.54], [-1.38, -0.09, -0.04], [-0.18, 0.75, 2.00], [0.39, 1.65, 0.62], [1.39, 0.31, 1.23], [0.69, 2.01, -2.00]], "lowdin_charge": [0.13, -0.06, -0.35, -0.02, -0.02, -0.35, 0.09, 0.03, 0.15, 0.09, 0.07, 0.10, 0.15]}

***

Record 4
{"formula": "C53H60N2O3RuSi", "method": "the ωB97M-V functional and the def2-TZVPD basis", "homo_energy_ev": [-7.54, -7.53], "total_energy_ha": -2775.13267, "orbital_gap_ev": [6.374, 6.363], "multiplicity": 1, "symbols": ["Ru", "C", "O", "C", "C", "C", "C", "C", "C", "O", "C", "O", "C", "H", "H", "H", "H", "H", "H", "H", "H", "H", "C", "C", "C", "C", "C", "C", "C", "C", "C", "C", "C", "C", "N", "C", "C", "N", "C", "C", "C", "C", "C", "C", "C", "C", "C", "C", "C", "C", "H", "H", "H", "H", "H", "H", "H", "H", "H", "H", "H", "H", "H", "H", "H", "H", "H", "H", "H", "H", "H", "H", "H", "H", "H", "H", "H", "H", "H", "H", "H", "H", "H", "H", "H", "H", "C", "C", "C", "C", "C", "C", "Si", "C", "C", "C", "C", "C", "C", "C", "C", "C", "C", "C", "C", "H", "H", "H", "H", "H", "H", "H", "H", "H", "H", "H", "H", "H", "H", "H"], "coordinates": [[-0.17, -0.06, -0.07], [-6.98, 0.45, 1.28], [-6.94, 0.06, -0.08], [-5.72, -0.07, -0.65], [-5.74, -0.50, -2.00], [-4.56, -0.68, -2.64], [-3.30, -0.44, -2.02], [-2.08, -0.69, -2.74], [-2.18, -1.06, -4.21], [-0.94, -0.64, -2.25], [-3.29, 0.02, -0.68], [-2.22, 0.33, -0.03], [-4.54, 0.19, -0.01], [-8.03, 0.47, 1.56], [-6.55, 1.45, 1.43], [-6.45, -0.27, 1.91], [-6.69, -0.68, -2.48], [-4.58, -1.01, -3.67], [-2.68, -2.02, -4.33], [-1.18, -1.12, -4.63], [-2.76, -0.31, -4.76], [-4.50, 0.55, 1.00], [0.99, -3.41, 2.83], [1.97, -2.78, 1.84], [3.38, -2.73, 2.44], [1.94, -3.52, 0.53], [2.30, -4.87, 0.55], [2.31, -5.63, -0.60], [1.93, -5.04, -1.79], [1.56, -3.71, -1.87], [1.08, -3.24, -3.24], [2.21, -3.27, -4.28], [-0.08, -4.11, -3.73], [1.60, -2.93, -0.69], [1.39, -1.49, -0.75], [2.11, -0.91, -1.63], [1.96, 0.49, -1.98], [1.09, 1.26, -1.44], [1.08, 2.61, -1.99], [1.28, 3.72, -1.16], [1.48, 4.96, -1.76], [1.45, 5.13, -3.14], [1.15, 4.04, -3.93], [0.94, 2.78, -3.39], [0.43, 1.71, -4.36], [-0.93, 2.15, -4.91], [1.41, 1.45, -5.50], [1.24, 3.68, 0.35], [-0.21, 3.43, 0.80], [2.25, 2.73, 0.96], [1.01, -2.87, 3.77], [1.27, -4.45, 3.04], [-0.03, -3.40, 2.45], [1.65, -1.75, 1.65], [3.77, -3.74, 2.60], [3.36, -2.21, 3.40], [4.07, -2.20, 1.78], [2.58, -5.32, 1.49], [2.60, -6.67, -0.57], [1.91, -5.65, -2.69], [0.70, -2.23, -3.17], [2.53, -4.29, -4.48], [3.10, -2.72, -3.95], [1.87, -2.83, -5.22], [0.20, -5.17, -3.77], [-0.38, -3.82, -4.73], [-0.94, -4.02, -3.06], [2.88, -1.46, -2.17], [2.62, 0.87, -2.75], [1.67, 5.81, -1.12], [1.63, 6.10, -3.57], [1.05, 4.18, -5.00], [0.27, 0.78, -3.82], [-0.90, 3.17, -5.30], [-1.70, 2.11, -4.14], [-1.24, 1.50, -5.73], [1.45, 2.29, -6.20], [1.09, 0.57, -6.07], [2.42, 1.27, -5.15], [1.50, 4.69, 0.68], [-0.53, 2.41, 0.56], [-0.88, 4.12, 0.29], [-0.31, 3.57, 1.88], [1.94, 1.69, 0.85], [2.36, 2.93, 2.03], [3.23, 2.85, 0.50], [-1.28, 4.57, 4.07], [-2.20, 3.64, 3.61], [-1.76, 2.43, 3.07], [-0.40, 2.12, 2.97], [0.50, 3.08, 3.43], [0.08, 4.28, 3.98], [0.15, 0.40, 2.30], [-1.02, -0.75, 3.31], [-2.31, -0.98, 2.84], [-3.24, -1.70, 3.58], [-2.89, -2.22, 4.82], [-1.61, -2.02, 5.30], [-0.69, -1.30, 4.55], [1.92, 0.33, 3.02], [3.02, 0.37, 2.16], [4.32, 0.53, 2.63], [4.55, 0.63, 4.00], [3.48, 0.60, 4.87], [2.18, 0.47, 4.39], [-1.61, 5.50, 4.50], [-3.26, 3.84, 3.67], [-2.50, 1.73, 2.72], [1.57, 2.89, 3.38], [0.81, 5.00, 4.33], [-2.60, -0.59, 1.87], [-4.23, -1.87, 3.18], [-3.61, -2.79, 5.40], [-1.32, -2.42, 6.26], [0.30, -1.17, 4.96], [2.87, 0.26, 1.09], [5.15, 0.57, 1.94], [5.56, 0.75, 4.37], [3.64, 0.69, 5.94], [1.36, 0.53, 5.09]], "lowdin_charge": [1.02, -0.07, -0.07, -0.28, -0.01, -0.03, -0.10, -0.36, -0.02, -0.06, -0.33, -0.22, 0.05, 0.09, 0.10, 0.09, 0.12, 0.11, 0.09, 0.08, 0.08, 0.10, -0.04, -0.37, -0.05, -0.13, -0.03, -0.05, -0.04, -0.13, -0.38, -0.06, -0.06, -0.11, 0.02, -0.12, -0.11, 0.06, -0.12, -0.13, -0.03, -0.06, -0.05, -0.13, -0.38, -0.05, -0.06, -0.31, -0.07, -0.08, 0.06, 0.08, 0.09, 0.06, 0.08, 0.08, 0.08, 0.11, 0.11, 0.11, 0.09, 0.08, 0.07, 0.08, 0.07, 0.08, 0.09, 0.13, 0.13, 0.11, 0.11, 0.11, 0.09, 0.08, 0.09, 0.08, 0.08, 0.08, 0.07, 0.13, 0.04, 0.10, 0.01, 0.00, 0.06, 0.10, -0.08, -0.07, -0.10, -0.30, -0.15, -0.07, 0.71, -0.27, -0.12, -0.08, -0.09, -0.09, -0.13, -0.29, -0.19, -0.09, -0.09, -0.08, -0.11, 0.10, 0.10, 0.10, 0.08, 0.11, 0.05, 0.09, 0.10, 0.10, 0.08, 0.08, 0.11, 0.10, 0.10, 0.10]}

***

Record 5
{"formula": "C7H11DyN4O5S", "method": "the ωB97M-V functional and the def2-TZVPD basis", "homo_energy_ev": [-16.14, -16.14], "charge": 2, "total_energy_ha": -2151.28858, "orbital_gap_ev": [8.891, 8.558], "multiplicity": 6, "symbols": ["Dy", "O", "C", "O", "C", "O", "C", "C", "O", "O", "H", "H", "H", "H", "H", "C", "C", "N", "N", "C", "S", "N", "N", "H", "H", "H", "H", "H", "H"], "coordinates": [[-1.23, -0.48, -0.85], [-3.79, 1.27, 1.53], [-2.49, 1.32, 1.47], [-1.82, 1.30, 0.44], [-1.93, 1.24, 2.88], [-1.35, -0.01, 3.11], [-2.03, -1.17, 2.70], [-1.64, -1.40, 1.28], [-2.63, -1.64, 0.42], [-0.37, -1.32, 0.88], [-4.24, 1.46, 0.66], [-2.71, 1.48, 3.57], [-1.13, 2.00, 2.91], [-3.14, -1.22, 2.82], [-1.58, -1.99, 3.28], [3.92, 0.14, -0.85], [2.98, -0.20, -1.99], [3.32, -0.67, -3.14], [2.15, -0.88, -3.85], [1.05, -0.51, -3.14], [-0.61, -0.58, -3.55], [1.57, -0.19, -1.87], [0.89, 0.61, -0.93], [4.95, -0.19, -1.11], [3.49, -0.42, 0.01], [3.89, 1.20, -0.61], [2.26, -1.23, -4.80], [0.90, 1.58, -1.22], [1.37, 0.51, -0.03]], "lowdin_charge": [1.69, 0.22, -0.44, -0.06, -0.06, -0.06, -0.08, -0.50, -0.10, -0.13, 0.20, 0.15, 0.17, 0.17, 0.18, 0.03, -0.29, 0.17, 0.09, -0.69, 0.64, -0.09, 0.01, 0.12, 0.10, 0.09, 0.19, 0.15, 0.13]}

***

Record 6
{"formula": "C2H3NO2", "method": "the ωB97M-V functional and the def2-TZVPD basis", "homo_energy_ev": -10.66, "total_energy_ha": -283.21838, "smiles": "O=CO.C#N", "orbital_gap_ev": 11.694, "multiplicity": 1, "symbols": ["O", "C", "O", "H", "H", "C", "N", "H"], "coordinates": [[0.90, -0.45, 1.08], [-0.10, -0.31, 1.70], [-1.33, -0.09, 1.23], [0.00, -0.08, 2.75], [-1.52, -0.24, 0.27], [0.69, 0.92, -2.05], [-0.31, 0.41, -1.95], [1.59, 1.42, -2.23]], "lowdin_charge": [0.06, -0.42, 0.06, 0.13, 0.11, -0.06, 0.07, 0.04]}

***

Record 7
{"formula": "C33H20BrF9FeN2O4P", "method": "the ωB97M-V functional and the def2-TZVPD basis", "homo_energy_ev": [-14.82, -15.17], "charge": 2, "total_energy_ha": -6757.49726, "orbital_gap_ev": [7.994, 6.880], "multiplicity": 6, "symbols": ["Fe", "O", "C", "O", "C", "C", "C", "C", "C", "N", "C", "O", "O", "H", "H", "H", "H", "F", "C", "F", "F", "C", "C", "C", "C", "C", "C", "P", "C", "C", "C", "C", "C", "C", "C", "F", "F", "F", "C", "C", "C", "C", "C", "C", "C", "F", "F", "F", "H", "H", "H", "H", "H", "H", "H", "H", "H", "H", "H", "H", "Br", "C", "C", "C", "C", "C", "N", "H", "H", "H", "H"], "coordinates": [[0.09, 0.32, -0.64], [-2.20, 1.87, 2.65], [-1.56, 1.21, 1.73], [-1.05, 1.71, 0.73], [-1.44, -0.26, 1.94], [-1.95, -1.02, 2.98], [-1.68, -2.39, 2.96], [-0.91, -2.94, 1.94], [-0.44, -2.09, 0.95], [-0.71, -0.80, 0.97], [0.46, -2.48, -0.21], [0.86, -3.59, -0.37], [0.72, -1.43, -0.98], [-2.24, 2.82, 2.43], [-2.54, -0.56, 3.76], [-2.07, -3.02, 3.75], [-0.67, -3.99, 1.90], [6.24, 0.69, -4.78], [6.72, 0.48, -3.54], [7.18, -0.77, -3.48], [7.75, 1.32, -3.37], [5.64, 0.74, -2.52], [5.22, -0.26, -1.66], [4.19, -0.01, -0.77], [3.58, 1.25, -0.74], [4.03, 2.26, -1.59], [5.06, 2.00, -2.48], [2.15, 1.43, 0.34], [1.63, 3.17, 0.39], [1.57, 3.88, 1.58], [1.05, 5.17, 1.58], [0.59, 5.73, 0.40], [0.64, 5.02, -0.79], [1.15, 3.74, -0.79], [0.04, 7.14, 0.42], [1.04, 8.03, 0.35], [-0.65, 7.38, 1.54], [-0.78, 7.36, -0.62], [2.74, 0.94, 1.97], [2.10, -0.03, 2.73], [2.62, -0.40, 3.97], [3.77, 0.21, 4.43], [4.42, 1.17, 3.68], [3.91, 1.54, 2.45], [4.34, -0.15, 5.79], [4.20, 0.88, 6.64], [3.72, -1.21, 6.32], [5.64, -0.44, 5.69], [5.69, -1.23, -1.68], [3.86, -0.79, -0.10], [3.60, 3.25, -1.55], [5.42, 2.78, -3.13], [1.92, 3.45, 2.51], [1.01, 5.73, 2.50], [0.27, 5.47, -1.70], [1.18, 3.19, -1.73], [1.21, -0.52, 2.36], [2.13, -1.17, 4.56], [5.33, 1.63, 4.05], [4.44, 2.27, 1.85], [-1.84, 1.49, -2.26], [-0.35, 1.17, -3.38], [-0.36, 1.35, -4.74], [0.80, 1.00, -5.42], [1.88, 0.48, -4.72], [1.79, 0.34, -3.35], [0.69, 0.72, -2.68], [-1.24, 1.72, -5.25], [0.85, 1.11, -6.49], [2.78, 0.17, -5.23], [2.59, -0.08, -2.76]], "lowdin_charge": [0.86, 0.22, -0.42, -0.04, -0.17, 0.07, 0.04, 0.08, -0.15, 0.05, -0.51, 0.18, -0.14, 0.17, 0.14, 0.14, 0.15, 0.15, -0.59, 0.16, 0.17, -0.09, 0.02, -0.07, -0.37, -0.05, 0.02, 1.12, -0.36, -0.04, 0.02, -0.09, 0.02, -0.10, -0.59, 0.18, 0.16, 0.16, -0.35, -0.05, 0.02, -0.08, 0.03, -0.05, -0.59, 0.17, 0.16, 0.17, 0.14, 0.12, 0.11, 0.14, 0.11, 0.14, 0.14, 0.09, 0.08, 0.13, 0.14, 0.13, 0.96, -0.68, -0.05, 0.01, 0.01, -0.07, -0.08, 0.13, 0.14, 0.13, 0.11]}

***

In the order shown, the computed ΔE to the lowest compared entry with this formula, charge and spin values come out to 40.8; 699.2; 218.0; 83.6; 0.0; 104.0; 0.0 kJ/mol.